[1]
ORCA calculation (ωB97M-V with the def2-TZVPD basis set) on a single C22H21ClN4OS molecule.

## Properties
- Net charge: 0
- LUMO: 0.4 eV
- Relative energy (zero: lowest compared OMol25 entry of this formula, charge and spin): 0.0 kJ/mol
- Largest force on an atom: 0.67 eV/A
- E_HOMO: -0.29473 Eh
- Kohn-Sham gap: 8.463 eV
- Calculated total energy: -2003.59939 Eh
- SMILES: S=C(Nc1cc(Cl)ccc1Oc1ccccc1)N1CCN(c2ccccn2)CC1

Cartesian coordinates (Å):
S1 -1.692 2.906 1.307
C1 -0.681 1.753 0.686
N1 -0.650 0.469 1.105
C2 -1.529 0.039 2.179
H1 -2.170 0.878 2.456
C3 -2.370 -1.145 1.724
N2 -1.508 -2.273 1.441
C4 -1.836 -3.515 1.897
N3 -3.075 -3.649 2.379
C5 -3.471 -4.834 2.805
C6 -2.678 -5.966 2.781
C7 -1.384 -5.831 2.292
C8 -0.945 -4.603 1.849
H2 0.063 -4.487 1.486
H3 -0.719 -6.683 2.265
H4 -3.049 -6.914 3.135
H5 -4.485 -4.865 3.184
C9 -0.188 -1.942 0.962
H6 0.540 -1.902 1.787
H7 0.147 -2.705 0.253
C10 -0.200 -0.604 0.231
H8 -0.864 -0.668 -0.642
H9 0.812 -0.404 -0.126
H10 -3.074 -1.446 2.502
H11 -2.945 -0.868 0.832
H12 -0.925 -0.243 3.048
N4 0.134 2.131 -0.359
C11 1.488 1.873 -0.541
C12 2.294 1.337 0.458
C13 3.645 1.138 0.225
C14 4.224 1.484 -0.984
C15 3.427 2.024 -1.980
C16 2.069 2.208 -1.779
O1 1.315 2.786 -2.772
C17 0.190 2.118 -3.203
C18 -0.825 2.879 -3.772
C19 -1.965 2.257 -4.242
C20 -2.104 0.882 -4.147
C21 -1.085 0.127 -3.594
C22 0.065 0.736 -3.125
H13 0.870 0.147 -2.709
H14 -1.179 -0.948 -3.532
H15 -3.000 0.401 -4.508
H16 -2.753 2.851 -4.679
H17 -0.703 3.948 -3.836
H18 3.850 2.304 -2.931
H19 5.278 1.334 -1.148
Cl1 4.617 0.457 1.480
H20 1.872 1.113 1.425
H21 -0.178 2.998 -0.784



[2]
ORCA calculation (ωB97M-V with the def2-TZVPD basis set) on a single C7H11N5 molecule in a non-equilibrium geometry.

## Properties
- Net charge: 0
- LUMO: 0.6 eV
- Relative energy (zero: lowest compared OMol25 entry of this formula, charge and spin): 302.5 kJ/mol
- Largest force on an atom: 4.31 eV/A
- E_HOMO: -0.27364 Eh
- Kohn-Sham gap: 8.040 eV
- Calculated total energy: -546.99499 Eh
- SMILES: [H]/N=c1/nc(N)n2n1CC=C[C@H]2C

Cartesian coordinates (Å):
C1 -2.234 -0.027 0.564
C2 -1.618 -1.203 0.678
C3 1.412 0.388 -1.129
C4 0.760 2.286 -0.357
C5 -1.492 1.386 0.606
C6 -0.111 -1.184 0.715
C7 0.468 -2.553 0.344
N1 1.801 1.640 -1.004
N2 0.793 3.459 -0.041
N3 0.190 0.080 -0.577
N4 -0.266 1.308 -0.108
N5 2.240 -0.570 -1.567
H1 -3.355 0.110 0.438
H2 -2.075 -2.178 0.619
H3 -2.070 2.191 0.123
H4 -1.285 1.597 1.681
H5 0.273 -0.744 1.585
H6 1.518 -2.292 0.560
H7 0.307 -2.761 -0.770
H8 -0.144 -3.253 0.989
H9 0.020 3.955 0.317
H10 1.806 -1.445 -1.624
H11 3.061 -0.189 -2.040



[3]
ORCA calculation (ωB97M-V with the def2-TZVPD basis set) on a molecular structure, C30H35F4N10O2RbSe.

## Properties
- Net charge: 0
- LUMO: -0.8 eV
- Relative energy (zero: lowest compared OMol25 entry of this formula, charge and spin): 20.5 kJ/mol
- Largest force on an atom: 0.13 eV/A
- E_HOMO: -0.24301 Eh
- Kohn-Sham gap: 5.770 eV
- Calculated total energy: -4687.28616 Eh

Cartesian coordinates (Å):
Rb1 -0.224 0.145 -0.432
C1 1.921 -3.302 -3.472
C2 1.108 -2.328 -2.622
N1 1.833 -1.169 -2.102
C3 2.361 -0.284 -3.134
C4 1.309 0.228 -4.106
C5 2.892 -1.503 -1.147
C6 2.504 -2.465 -0.032
N2 1.423 -1.934 0.777
C7 1.040 -2.597 1.850
C8 0.030 -2.028 2.696
F1 -0.488 -0.810 2.340
C9 -0.484 -2.622 3.821
F2 -1.459 -1.961 4.490
C10 -0.068 -3.864 4.260
C11 0.910 -4.460 3.476
F3 1.364 -5.675 3.831
C12 1.440 -3.885 2.343
F4 2.370 -4.605 1.669
H1 1.292 -4.134 -3.791
H2 2.763 -3.716 -2.915
H3 2.315 -2.824 -4.371
H4 0.681 -2.852 -1.765
H5 0.254 -1.961 -3.195
H6 3.179 -0.762 -3.699
H7 2.813 0.568 -2.616
H8 0.936 -0.558 -4.763
H9 1.737 1.008 -4.736
H10 0.454 0.655 -3.576
H11 3.218 -0.561 -0.693
H12 3.770 -1.926 -1.665
H13 3.420 -2.622 0.553
H14 2.270 -3.445 -0.468
H15 -0.470 -4.337 5.141
Se1 4.814 7.124 0.494
N3 3.408 6.781 -0.549
C13 2.933 5.623 -0.181
C14 1.775 4.991 -0.804
C15 1.090 5.585 -1.863
C16 0.010 4.930 -2.409
C17 -0.349 3.693 -1.876
N4 0.292 3.115 -0.874
C18 1.340 3.747 -0.334
C19 2.046 3.072 0.784
N5 1.570 1.888 1.185
C20 2.201 1.246 2.156
C21 3.329 1.754 2.802
C22 3.813 2.980 2.409
C23 3.167 3.661 1.377
C24 3.627 4.961 0.899
N6 4.656 5.592 1.394
H16 1.422 6.547 -2.232
H17 -0.551 5.354 -3.230
H18 -1.198 3.146 -2.273
H19 1.802 0.274 2.420
H20 3.803 1.186 3.589
H21 4.682 3.427 2.873
N7 -3.191 1.536 -0.360
C25 -3.521 0.282 0.334
C26 -4.795 0.373 1.183
C27 -5.419 -0.941 1.662
C28 -4.550 -1.909 2.461
N8 -3.285 -2.341 1.857
C29 -3.122 -3.230 0.888
N9 -4.162 -3.593 0.118
N10 -1.932 -3.827 0.729
C30 -3.572 -0.835 -0.737
O1 -4.704 -1.158 -1.168
O2 -2.476 -1.356 -1.046
H22 -3.204 2.314 0.292
H23 -3.913 1.721 -1.050
H24 -2.672 0.057 0.986
H25 -5.556 0.878 0.581
H26 -4.585 1.025 2.040
H27 -5.841 -1.450 0.799
H28 -6.262 -0.701 2.317
H29 -5.135 -2.804 2.682
H30 -4.262 -1.465 3.415
H31 -2.439 -1.979 2.270
H32 -4.669 -2.802 -0.312
H33 -3.938 -4.306 -0.559
H34 -1.181 -3.578 1.364
H35 -1.649 -3.997 -0.223



[4]
ORCA calculation (ωB97M-V with the def2-TZVPD basis set) on 2 unconnected molecules or ions with the total composition C3H8Cl2NO4S in a non-equilibrium geometry.

## Properties
- Net charge: -1
- LUMO: -0.4 eV
- Relative energy (zero: lowest compared OMol25 entry of this formula, charge and spin): 95.1 kJ/mol
- Largest force on an atom: 2.40 eV/A
- E_HOMO: -0.08667 Eh
- Kohn-Sham gap: 1.996 eV
- Calculated total energy: -1793.23591 Eh

Cartesian coordinates (Å):
C1 1.553 -1.389 1.313
C2 0.496 -0.774 0.324
Cl1 0.978 0.835 -0.287
C3 -0.906 -0.630 1.020
N1 -1.471 -2.020 1.099
Cl2 -3.137 -2.063 1.754
H1 1.603 -0.816 2.255
H2 2.509 -1.383 0.757
H3 1.319 -2.453 1.539
H4 0.425 -1.503 -0.514
H5 -0.732 -0.212 2.029
H6 -1.559 0.061 0.463
H7 -0.870 -2.553 1.738
H8 -1.391 -2.468 0.177
O1 0.162 4.260 -3.989
S1 0.239 3.478 -2.736
O2 0.342 2.031 -3.053
O3 -0.988 3.707 -1.934
O4 1.428 3.892 -1.953



[5]
ORCA calculation (ωB97M-V with the def2-TZVPD basis set) on 2 unconnected molecules or ions with the total composition C5H11NS in a non-equilibrium geometry.

## Properties
- Net charge: 0
- LUMO: 0.8 eV
- Relative energy (zero: lowest compared OMol25 entry of this formula, charge and spin): 367.2 kJ/mol
- Largest force on an atom: 3.16 eV/A
- E_HOMO: -0.28172 Eh
- Kohn-Sham gap: 8.461 eV
- Calculated total energy: -649.89917 Eh

Cartesian coordinates (Å):
C1 -1.013 1.080 -1.030
C2 3.530 0.429 0.406
C3 -2.888 -0.378 -0.901
C4 -1.468 -0.266 1.027
C5 2.453 -0.086 0.968
N1 -1.770 0.308 -0.262
S1 0.263 2.152 -0.509
H1 4.435 -0.112 -0.030
H2 0.292 2.979 -1.633
H3 3.319 1.432 -0.053
H4 -3.527 -0.633 -0.091
H5 -3.510 0.314 -1.429
H6 -2.634 -1.283 -1.427
H7 -1.219 0.515 1.674
H8 -2.379 -0.693 1.490
H9 -0.714 -1.050 0.978
H10 2.531 -0.941 1.588
H11 1.648 0.599 1.205



[6]
ORCA calculation (ωB97M-V with the def2-TZVPD basis set) on a single C7H9NO molecule in a non-equilibrium geometry.

## Properties
- Net charge: 0
- LUMO: 1.0 eV
- Relative energy (zero: lowest compared OMol25 entry of this formula, charge and spin): 457.3 kJ/mol
- Largest force on an atom: 11.33 eV/A
- E_HOMO: -0.34463 Eh
- Kohn-Sham gap: 10.388 eV
- Calculated total energy: -401.96686 Eh
- SMILES: COCc1ccccn1

Cartesian coordinates (Å):
C1 1.339 -0.717 2.852
C2 0.006 0.571 1.301
C3 -0.285 0.371 -0.111
C4 0.592 -0.176 -1.017
C5 0.168 -0.330 -2.378
C6 -1.142 -0.022 -2.730
C7 -1.950 0.583 -1.757
H1 0.987 0.153 3.651
H2 2.220 -1.047 2.999
H3 0.655 -1.471 2.804
H4 -0.891 0.002 1.830
H5 0.222 1.455 1.242
H6 1.721 -0.349 -1.042
H7 0.867 -0.590 -2.985
H8 -1.564 -0.181 -3.832
H9 -2.772 1.029 -1.952
N1 -1.499 0.709 -0.507
O1 1.325 0.012 1.633